No. 1
Density functional theory data (ωB97M-V/def2-TZVPD) for a cluster of 11 separate species, C26H38Cl10F5NO17 in total.

Each line ends with the Löwdin charge.
CARTESIAN COORDINATES (ANGSTROEM)
O 10.86 14.66 17.50  0.1280
C 11.57 15.51 16.98  -0.7122
O 12.28 16.33 17.61  0.1432
C 13.08 17.09 16.72  -0.0423
C 12.39 16.88 15.40  -0.3184
F 13.22 16.51 14.47  0.1242
O 11.69 15.70 15.75  0.1751
H 12.98 18.15 16.94  0.0621
H 14.12 16.78 16.67  0.1417
H 11.67 17.63 15.06  0.1841
O 10.16 17.99 8.51  0.2027
C 10.92 17.56 9.29  -0.5972
O 10.49 17.09 10.46  0.0824
C 11.48 16.17 10.87  -0.0415
C 12.76 16.99 10.51  -0.3395
F 13.80 16.22 10.50  0.1294
O 12.26 17.43 9.27  0.1304
H 11.45 15.93 11.94  0.1309
H 11.44 15.21 10.35  0.1427
H 12.92 17.89 11.11  0.1641
O 13.11 20.19 13.41  0.1465
C 14.21 19.75 13.32  -0.6044
O 15.34 20.45 13.31  0.0563
C 16.42 19.58 12.98  -0.0739
C 15.81 18.23 12.53  -0.2447
F 16.16 17.18 13.32  0.0685
O 14.48 18.53 12.87  0.0925
H 17.01 19.94 12.14  0.0609
H 16.99 19.47 13.91  0.1003
H 15.99 18.03 11.47  0.1458
O 14.81 13.69 17.73  0.1695
C 14.82 13.44 16.55  -0.5142
O 13.75 13.11 15.83  0.1186
C 14.18 12.79 14.58  -0.1144
C 15.53 13.42 14.43  -0.3311
F 15.48 14.53 13.69  0.0893
O 15.92 13.73 15.77  0.0794
H 14.23 11.74 14.30  0.1390
H 13.45 13.06 13.82  0.1479
H 16.22 12.71 13.99  0.1680
O 17.04 17.11 9.60  0.0983
C 17.89 16.33 9.11  -0.5319
O 18.08 16.04 7.78  0.0226
C 18.61 14.69 7.65  -0.0079
C 19.52 14.79 8.89  -0.2505
F 20.62 15.55 8.66  0.0715
O 18.69 15.56 9.78  0.1181
H 17.78 14.02 7.89  0.1404
H 18.93 14.65 6.61  0.1491
H 19.77 13.81 9.30  0.1694
C 19.90 22.57 14.63  0.0492
N 19.44 21.27 14.16  -0.4081
O 19.27 21.15 12.98  0.0623
O 19.24 20.37 15.00  0.0211
H 19.11 23.28 14.37  0.0960
H 20.83 22.91 14.18  0.1152
H 19.79 22.46 15.71  0.1005
Cl 14.12 20.35 16.79  0.6319
C 15.46 20.84 17.85  -0.5778
C 16.70 20.42 17.06  -0.7128
Cl 16.85 18.71 16.75  0.6824
H 15.38 20.30 18.79  0.0768
H 15.46 21.89 18.15  0.0836
H 17.52 20.97 17.53  0.0800
H 16.89 20.91 16.10  0.0463
Cl 18.87 14.40 16.22  0.5376
C 18.36 16.00 15.50  -0.6235
C 19.52 16.87 15.11  -0.6905
Cl 20.81 16.18 14.10  0.5435
H 17.53 16.48 16.02  0.0065
H 17.96 15.63 14.56  0.0393
H 19.98 17.20 16.04  0.0718
H 19.20 17.73 14.54  0.0364
Cl 9.91 22.95 13.10  0.5883
C 11.29 23.33 14.06  -0.7001
C 10.98 22.88 15.47  -0.6515
Cl 9.60 23.69 16.37  0.4868
H 11.44 24.41 13.98  0.0724
H 12.13 22.77 13.65  0.0621
H 11.94 23.05 15.96  0.0610
H 10.77 21.81 15.46  0.0607
Cl 19.10 20.68 7.78  0.6372
C 19.88 19.51 8.79  -0.6776
C 19.74 19.74 10.30  -0.5983
Cl 20.20 18.29 11.33  0.5437
H 20.97 19.63 8.71  0.0707
H 19.66 18.49 8.47  0.0553
H 18.68 19.83 10.53  0.0109
H 20.31 20.59 10.66  0.0642
Cl 17.52 24.67 11.62  0.5668
C 16.85 24.31 10.05  -0.6915
C 17.36 22.96 9.52  -0.6748
Cl 16.38 21.68 10.25  0.6261
H 17.26 25.01 9.32  0.0766
H 15.77 24.21 10.14  0.0613
H 18.43 22.85 9.70  0.0514
H 17.11 22.97 8.46  0.0621

Its lowest unoccupied orbital energy is -0.698 eV. The energy is -202682.654 eV. The SMILES is O=C1OC[C@@H](F)O1.O=C1OC[C@@H](F)O1.O=C1OC[C@@H](F)O1.O=C1OC[C@@H](F)O1.O=C1OC[C@@H](F)O1.C[N+](=O)[O-].ClCCCl.ClCCCl.ClCCCl.ClCCCl.ClCCCl. The value obtained for the molar mass is 1086.10 g/mol. For the HOMO-LUMO gap, the calculation gives 9.49 eV. The value obtained for the maximum force is 7.2 eV/Å.

---

No. 2
Density functional theory data (ωB97M-V/def2-TZVPD) for a structure of composition C19H37BrCl2N2O7PS.

Each line ends with the natural charge from an NBO analysis.
CARTESIAN COORDINATES (ANGSTROEM)
C 2.53 2.29 3.10  -0.6697
C 2.07 3.53 2.11  -0.0848
O 1.17 3.02 1.03  -0.5705
C -0.22 2.89 1.56  -0.0850
C -0.82 1.37 1.46  -0.5202
C -1.76 1.06 0.16  0.3274
Cl -1.07 2.16 -1.22  -0.0808
O -1.86 -0.35 -0.22  -0.5679
C -0.61 -0.92 -0.73  0.0632
C -0.93 -1.50 -2.24  -0.4264
C -0.29 -0.62 -3.46  -0.4156
C 1.36 -0.78 -3.60  -0.4277
C 2.07 0.65 -3.23  -0.4348
C 3.42 0.39 -2.34  -0.2298
N 3.27 0.91 -0.91  -0.8616
C -0.23 -2.28 0.17  -0.2255
C 1.33 -2.78 -0.14  -0.6484
C -0.40 -2.07 1.79  -0.4315
C 1.05 -1.74 2.57  -0.6430
C -3.33 1.59 0.33  0.2058
Cl -3.34 3.38 -0.30  -0.0367
C -4.39 0.80 -0.66  -0.5776
C -4.22 1.22 -2.27  0.5078
O -3.31 0.61 -3.03  -0.4979
Br -5.39 2.63 -3.16  -0.0134
N -3.79 1.68 1.76  -0.9275
S -4.71 3.14 2.07  0.2064
P -4.63 0.21 2.33  1.5257
O -3.83 -1.15 2.00  -1.0333
H 2.13 1.29 2.61  0.2351
H 2.00 2.39 4.16  0.1986
H 3.69 2.24 3.29  0.2311
H 3.07 3.91 1.59  0.2034
H 1.63 4.44 2.69  0.1737
H -0.11 3.13 2.73  0.1793
H -0.92 3.73 1.14  0.2081
H 0.14 0.65 1.44  0.2766
H -1.33 1.14 2.51  0.2466
H 0.33 -0.24 -0.66  0.2169
H -2.10 -1.66 -2.30  0.2264
H -0.45 -2.59 -2.32  0.2218
H -0.72 -1.09 -4.47  0.1981
H -0.61 0.51 -3.49  0.2197
H 1.76 -1.70 -3.00  0.2334
H 1.60 -0.97 -4.76  0.2030
H 1.38 1.38 -2.61  0.2047
H 2.37 1.21 -4.24  0.1934
H 4.31 0.98 -2.88  0.1752
H 3.60 -0.77 -2.31  0.2348
H 2.69 1.78 -0.87  0.3579
H 2.80 0.20 -0.30  0.3601
H -0.92 -3.17 -0.18  0.2067
H 1.60 -3.72 0.50  0.2532
H 1.46 -3.12 -1.28  0.2449
H 2.10 -1.88 -0.01  0.2099
H -0.73 -3.13 2.23  0.2085
H -1.22 -1.31 2.12  0.2220
H 1.68 -0.92 2.02  0.2000
H 0.85 -1.36 3.69  0.1980
H 1.63 -2.75 2.65  0.2346
H -5.47 1.22 -0.37  0.2323
H -4.45 -0.35 -0.50  0.3142
H -6.09 2.80 1.95  0.1045
H -4.98 0.20 3.73  -0.0036
H -5.90 0.07 1.59  -0.0615
C 4.49 -4.32 -0.41  0.9296
O 4.88 -3.15 -0.22  -0.8521
O 5.31 -5.20 0.15  -0.7463
O 3.49 -4.77 -1.03  -0.8016
H 5.88 -4.47 0.48  0.4821

Its lowest unoccupied orbital energy is 1.114 eV. The energy is -152818.048 eV. The value obtained for the molar mass is 619.36 g/mol. For the HOMO-LUMO gap, the calculation gives 5.42 eV. The total charge is -1. The value obtained for the maximum force is 9.4 eV/Å.

---

No. 3
Density functional theory data (ωB97M-V/def2-TZVPD) for a structure of composition C46H48AsN3OZn.

Each line ends with the Löwdin charge.
CARTESIAN COORDINATES (ANGSTROEM)
Zn 0.12 0.07 -1.04  0.5629
N 1.60 -3.99 2.87  0.0882
N 0.21 -2.52 -2.55  -0.0075
C 1.92 2.15 -1.72  -0.2534
C 3.09 1.47 -1.34  -0.2434
C 2.99 1.13 0.04  -0.2406
C 4.10 0.63 0.89  -0.0548
H 4.99 0.45 0.28  0.0604
H 3.85 -0.31 1.40  0.0460
H 4.36 1.36 1.67  0.0769
C 1.74 1.58 0.51  -0.2578
C 1.43 1.85 1.93  -0.0444
H 2.22 2.48 2.39  0.0893
H 1.37 0.92 2.50  0.0521
H 0.48 2.38 2.04  0.0609
C 0.95 2.02 -0.64  -0.3720
C -0.18 2.98 -0.48  -0.1002
H -0.90 2.63 0.27  0.0507
H -0.72 3.13 -1.43  0.0559
H 0.18 3.98 -0.16  0.0849
C 4.33 1.35 -2.14  -0.0648
H 5.00 2.22 -1.99  0.0806
H 4.10 1.30 -3.21  0.0495
H 4.89 0.45 -1.87  0.0688
C 1.81 3.03 -2.90  -0.0489
H 0.79 3.39 -3.04  0.0664
H 2.10 2.49 -3.81  0.0605
H 2.47 3.91 -2.83  0.0851
C 0.84 -5.04 3.04  -0.1978
H 1.15 -5.77 3.79  0.0905
C -0.35 -5.23 2.31  -0.1136
H -0.99 -6.05 2.59  0.0669
C -0.69 -4.32 1.29  -0.0981
H -1.60 -4.45 0.68  0.0978
C 0.19 -3.27 1.05  -0.0428
H 0.05 -2.58 0.22  0.0574
C 1.28 -3.01 1.97  -0.3497
C 1.91 -1.75 2.09  0.0097
H 2.35 -1.36 1.19  0.0274
C 0.19 -1.19 -2.63  -0.2507
C 0.72 -3.08 -3.70  -0.1775
H 0.99 -4.12 -3.81  0.0828
C 0.86 -2.07 -4.62  -0.1028
H 1.14 -2.12 -5.66  0.0934
N 0.53 -0.89 -3.97  -0.0357
C 0.45 0.35 -4.63  -0.1408
C 1.45 0.68 -5.57  -0.2164
C 1.19 1.74 -6.44  -0.0358
H 1.91 1.95 -7.23  0.1057
C 0.05 2.53 -6.32  -0.2894
C -0.19 3.63 -7.30  -0.1230
H -0.77 4.44 -6.84  0.0599
H -0.74 3.28 -8.18  0.0686
H 0.76 4.04 -7.65  0.0645
C -0.86 2.27 -5.30  -0.0459
H -1.75 2.89 -5.17  0.0880
C -0.69 1.17 -4.45  -0.1899
C -1.70 0.87 -3.39  -0.0827
H -2.29 -0.04 -3.60  0.0766
H -2.38 1.73 -3.26  0.0433
H -1.22 0.73 -2.38  -0.0015
C 2.77 -0.02 -5.64  -0.0539
H 2.72 -1.04 -6.04  0.0572
H 3.30 -0.06 -4.67  0.0777
H 3.41 0.55 -6.32  0.0730
O -0.73 -0.41 1.05  -0.5139
As -1.51 -0.46 2.59  1.2782
C -0.56 -1.49 3.95  -0.3298
C -1.21 -2.46 4.74  -0.1101
C -0.48 -3.17 5.71  -0.1315
C 0.88 -2.91 5.90  -0.1172
C 1.53 -1.99 5.08  -0.1315
C 0.81 -1.37 4.09  -0.2439
C -1.74 1.32 3.34  -0.3055
C -2.52 2.27 2.65  -0.1120
C -2.74 3.53 3.22  -0.1061
C -2.20 3.84 4.48  -0.1077
C -1.44 2.89 5.16  -0.0941
C -1.22 1.63 4.60  -0.0878
C -3.28 -1.24 2.46  -0.2996
C -3.68 -1.86 1.27  -0.0812
C -4.94 -2.48 1.20  -0.1099
C -5.79 -2.46 2.31  -0.1152
C -5.40 -1.82 3.49  -0.1076
C -4.15 -1.19 3.56  -0.1200
H -2.26 -2.69 4.58  0.0782
H -0.97 -3.93 6.31  0.0822
H 1.45 -3.46 6.66  0.0847
H 2.61 -1.84 5.12  0.0953
H 1.54 -0.96 3.02  0.0136
H -2.97 2.01 1.69  0.0983
H -3.34 4.27 2.69  0.0881
H -2.39 4.81 4.93  0.0916
H -1.02 3.12 6.15  0.0959
H -0.64 0.87 5.14  0.0991
H -3.00 -1.86 0.41  0.1009
H -5.25 -2.97 0.28  0.0888
H -6.77 -2.96 2.26  0.0898
H -6.06 -1.81 4.36  0.0912
H -3.85 -0.68 4.48  0.1052

Its lowest unoccupied orbital energy (alpha / beta) is 3.986 / 4.135 eV. For the energy relative to the best compared isomer or geometry (same formula, charge and spin), the calculation gives 0.0 kcal per mole. The energy is -164247.209 eV. The value obtained for the molar mass is 799.22 g/mol. For the HOMO-LUMO gap (alpha / beta), the calculation gives 1.60 / 5.15 eV. The total charge is -2. The value obtained for the maximum force is 4.1 eV/Å.

---

No. 4
Density functional theory data (ωB97M-V/def2-TZVPD) for an isolated molecule of C8H8O4.

Each line ends with the natural charge from an NBO analysis.
CARTESIAN COORDINATES (ANGSTROEM)
C 0.50 2.42 0.07  -0.6371
C -0.06 1.00 -0.22  0.0876
C -1.46 0.84 -0.29  -0.2992
C -2.03 -0.46 0.04  0.3394
O -3.43 -0.38 -0.04  -0.6740
C -1.27 -1.56 0.22  -0.3450
C 0.14 -1.38 0.21  0.3409
O 0.75 -2.57 0.00  -0.7204
C 0.72 -0.16 -0.06  -0.2676
C 2.21 -0.11 -0.03  0.7838
O 2.75 0.81 0.47  -0.5696
O 2.96 -1.07 -0.55  -0.6850
H -0.09 3.21 -0.33  0.2140
H 0.55 2.29 1.19  0.2420
H 1.54 2.60 -0.23  0.2473
H -2.11 1.61 -0.74  0.2116
H -3.67 0.58 -0.09  0.4821
H -1.48 -2.62 0.22  0.2406
H 0.92 -3.09 0.81  0.4979
H 2.57 -1.94 -0.67  0.5107

Its lowest unoccupied orbital energy is 0.375 eV. For the energy relative to the best compared isomer or geometry (same formula, charge and spin), the calculation gives 32.1 kcal per mole. The energy is -16614.503 eV. The SMILES is Cc1cc(O)cc(O)c1C(=O)O. The value obtained for the molar mass is 168.15 g/mol. For the HOMO-LUMO gap, the calculation gives 9.42 eV. The value obtained for the maximum force is 5.0 eV/Å.